i) This record from the OMol25 dataset describes the molecule C2H4ClFO2. The level of theory is wB97M-V/def2-TZVPD.

The geometry in XYZ format:
```
10
C2H4ClFO2 (wB97M-V/def2-TZVPD)
C 0.86920 0.24472 -0.13176
C -0.49255 -0.50106 0.10086
O 1.11662 1.22872 0.81218
O -0.67798 -1.39613 -0.81652
F 0.79198 0.81129 -1.43023
Cl -1.82043 0.81777 0.04454
H 1.82016 -0.30998 -0.10921
H -0.33842 -0.76153 1.21421
H 0.30711 1.79439 1.07810
H -1.57568 -1.92820 -0.76217
```

Results
- HOMO level: -11.01 eV
- Gap between HOMO and LUMO: 0.4194 hartree
- Spin multiplicity: 1
- LUMO: 0.40 eV
- Structure (SMILES): O[C@H](F)[C@H](O)Cl


ii) This record from the OMol25 dataset describes a cluster of 2 separate species, C2H4ClFO2 in total. The level of theory is wB97M-V/def2-TZVPD.

The geometry in XYZ format:
```
10
C2H4ClFO2 (wB97M-V/def2-TZVPD)
C -1.19034 0.41466 0.84680
C -0.22835 -0.96459 -0.78924
O 0.58022 -1.67029 -1.28167
O -0.63757 -0.82506 0.42611
F -0.93472 -0.05859 -1.64216
Cl 2.52365 0.48961 -0.11062
H -1.98929 0.58606 0.07269
H -0.47468 1.12625 0.92819
H -1.43423 0.21930 1.86528
H 3.78530 0.68266 -0.31539
```

Results
- HOMO level: -11.63 eV
- Gap between HOMO and LUMO: 0.4482 hartree
- Spin multiplicity: 1
- LUMO: 0.57 eV
- Structure (SMILES): COC(=O)F.Cl


Most favorable structure: ii). The second most favorable one is 25.6 kJ/mol above it.


i) This record from the OMol25 dataset describes the molecule C6H7NS. The level of theory is wB97M-V/def2-TZVPD.

The geometry in XYZ format:
```
15
C6H7NS (wB97M-V/def2-TZVPD)
C -0.16634 -1.08222 -0.20700
C 0.82724 -0.86007 0.83347
C 0.86017 0.47654 1.03083
C -0.19017 2.46753 0.01025
C 0.34024 3.39160 0.83394
C -0.63268 0.13178 -0.62126
H 0.20081 -3.30245 -0.12300
H 1.39104 -1.53255 1.39169
H 1.45021 1.01740 1.71929
H -0.92090 2.72625 -0.77778
H 1.01389 3.21689 1.71429
H 0.07112 4.45659 0.76707
H -1.30917 0.42368 -1.45467
N 0.05389 1.09987 0.11992
S -0.53156 -2.61600 -0.95985
```

Results
- HOMO level: -7.84 eV
- Gap between HOMO and LUMO: 0.3238 hartree
- Spin multiplicity: 1
- LUMO: 0.97 eV
- Structure (SMILES): C=Cn1ccc(S)c1


ii) This record from the OMol25 dataset describes the molecule C6H7NS. The level of theory is wB97M-V/def2-TZVPD.

The geometry in XYZ format:
```
15
C6H7NS (wB97M-V/def2-TZVPD)
C 0.38372 -2.20089 0.63555
C 0.13746 -0.85167 0.01312
C -0.25144 -0.72242 -1.32581
C -0.34027 1.55812 -1.21608
C 0.02431 1.54887 0.13230
C 0.28084 0.32330 0.75103
H 0.38326 -2.98131 -0.11974
H -0.41687 -2.44132 1.36535
H 1.36179 -2.22537 1.15364
H -0.36475 -1.60184 -1.95492
H -0.50842 2.49075 -1.71673
H -1.02378 3.24200 1.41872
H 0.56472 0.32597 1.78225
N -0.48095 0.44498 -1.92894
S 0.25036 3.09083 1.01025
```

Results
- HOMO level: -9.47 eV
- Gap between HOMO and LUMO: 0.3740 hartree
- Spin multiplicity: 1
- LUMO: 0.71 eV
- Structure (SMILES): Cc1cncc(S)c1


Most favorable structure: ii). The second most favorable one is 117.2 kJ/mol above it.


i) This record from the OMol25 dataset describes a cluster of 2 separate species, C6H7NS in total. The level of theory is wB97M-V/def2-TZVPD.

The geometry in XYZ format:
```
15
C6H7NS (wB97M-V/def2-TZVPD)
C -1.78481 1.32850 0.13522
C -2.18201 0.54247 1.03166
C -0.00758 -0.11670 -0.46401
C -0.66661 1.35354 -0.78157
C -1.71325 -0.80528 0.86771
C 1.41243 -0.19694 -0.85053
N -0.60724 -0.98349 0.15754
S -2.73535 -2.15650 1.38706
H -1.06461 1.58727 -1.85640
H 0.17209 2.04901 -0.50568
H 0.49825 -1.42707 2.26119
H 1.73116 0.72877 -1.30624
H 1.78139 -1.02107 -1.51219
H 1.96150 -0.53382 0.03513
H -3.61471 -1.34671 2.22837
```

Results
- HOMO level (spin up / spin down): -6.94 / -9.51 eV
- Gap between HOMO and LUMO (spin up / spin down): 0.2455 / 0.3269 hartree
- Spin multiplicity: 1
- LUMO (spin up / spin down): -0.26 / -0.61 eV


ii) This record from the OMol25 dataset describes a cluster of 2 separate species, C6H7NS in total. The level of theory is wB97M-V/def2-TZVPD.

The geometry in XYZ format:
```
15
C6H7NS (wB97M-V/def2-TZVPD)
C 1.23058 -2.93869 1.35495
C 0.58928 -0.87051 1.91039
C 0.79986 -0.66176 0.45440
C 0.14921 0.11078 2.72989
C -0.69081 0.84984 -0.68041
C -0.65303 0.44285 -2.10672
N 0.77040 -2.19045 2.29306
S 1.33420 -2.04842 -0.25658
H 1.66493 -3.90342 1.47354
H -0.13900 -0.08798 3.79398
H 0.10687 1.14170 2.35966
H -0.78041 2.00237 -0.48172
H -0.38120 1.15184 -2.95006
H -1.66289 0.05687 -2.15741
H -0.08612 -0.39590 -2.30005
```

Results
- HOMO level (spin up / spin down): -8.08 / -6.95 eV
- Gap between HOMO and LUMO (spin up / spin down): 0.2756 / 0.2219 hartree
- Spin multiplicity: 1
- LUMO (spin up / spin down): -0.58 / -0.91 eV


iii) This record from the OMol25 dataset describes the molecule C6H7NS. The level of theory is wB97M-V/def2-TZVPD.

The geometry in XYZ format:
```
15
C6H7NS (wB97M-V/def2-TZVPD)
C -1.90587 2.49641 -1.51152
C -0.36252 1.00700 -0.97497
C -2.25201 0.07447 -0.31513
C -1.16173 -0.77634 0.09235
C 0.01446 0.13108 0.19514
C 1.45778 -0.48030 0.12462
N -0.68950 2.12347 -1.32967
S -3.15562 1.33685 -0.74806
H -2.14653 3.53168 -1.69759
H -1.22410 -1.32977 0.98489
H -0.98154 -1.58941 -0.68096
H -0.14861 0.85726 1.09665
H 1.56011 -1.17004 -0.76714
H 1.38979 -1.06272 0.93545
H 2.08668 0.37281 0.18926
```

Results
- HOMO level (spin up / spin down): -7.26 / -7.26 eV
- Gap between HOMO and LUMO (spin up / spin down): 0.2744 / 0.2743 hartree
- Spin multiplicity: 1
- LUMO (spin up / spin down): 0.20 / 0.20 eV


iv) This record from the OMol25 dataset describes the molecule C6H7NS. The level of theory is wB97M-V/def2-TZVPD.

The geometry in XYZ format:
```
15
C6H7NS (wB97M-V/def2-TZVPD)
C -0.01469 -1.77198 0.51089
C 0.41577 -1.88127 -0.77372
C -0.35856 -0.61739 1.04900
C 0.53813 -0.74802 -1.51790
C -0.25250 0.53731 0.29959
C -0.34264 1.94519 0.84406
N 0.15311 0.44032 -0.99572
S 0.14173 1.79633 -2.08260
H -0.23915 -2.66591 1.14476
H 0.75885 -2.94383 -1.03922
H -0.76538 -0.63368 2.05524
H 0.81480 -0.54720 -2.53609
H -0.95240 2.05773 1.78477
H 0.79177 2.33766 1.07153
H -0.68884 2.69475 0.18541
```

Results
- HOMO level (spin up / spin down): -7.60 / -7.60 eV
- Gap between HOMO and LUMO (spin up / spin down): 0.2841 / 0.2842 hartree
- Spin multiplicity: 1
- LUMO (spin up / spin down): 0.13 / 0.13 eV
- Structure (SMILES): Cc1cccc[n+]1[S-]


Most favorable structure: iv). The second most favorable one is 491.1 kJ/mol above it.


i) This record from the OMol25 dataset describes a cluster of 2 separate species, CH4O2S in total. The level of theory is wB97M-V/def2-TZVPD.

The geometry in XYZ format:
```
8
CH4O2S (wB97M-V/def2-TZVPD)
S -2.83914 -0.30430 2.59266
H -2.74412 0.84178 3.33375
H -4.11549 -0.03156 2.71630
O 3.21505 -0.10340 -1.44171
C 1.93617 -0.05417 -1.34046
O 1.26199 -0.06828 -2.41448
H 1.36507 0.14757 -0.44713
H 1.92047 -0.42764 -2.99893
```

Results
- HOMO level: -9.95 eV
- Gap between HOMO and LUMO: 0.3911 hartree
- Spin multiplicity: 1
- LUMO: 0.70 eV
- Structure (SMILES): O=CO.S


ii) This record from the OMol25 dataset describes a cluster of 2 separate species, CH4O2S in total. The level of theory is wB97M-V/def2-TZVPD.

The geometry in XYZ format:
```
8
CH4O2S (wB97M-V/def2-TZVPD)
C -1.35207 -0.49881 0.60436
O 1.33644 -0.48344 -1.47799
O 0.85728 1.88271 -0.76702
S 1.12912 0.50596 -0.47453
H -1.28722 -1.04490 1.60355
H -1.92838 0.34995 0.72266
H -1.33944 -1.07513 -0.32875
H 2.58428 0.36364 0.11772
```

Results
- HOMO level (spin up / spin down): -9.75 / -9.62 eV
- Gap between HOMO and LUMO (spin up / spin down): 0.3315 / 0.2795 hartree
- Spin multiplicity: 1
- LUMO (spin up / spin down): -0.73 / -2.02 eV


Most favorable structure: i). The second most favorable one is 369.5 kJ/mol above it.